#A
DFT (the ωB97M-V functional and the def2-TZVPD basis) results for a structure of composition C7H6.

Computed properties:
orbital gap (spin up / spin down) = 8.47 / 8.60 eV
highest occupied orbital energy (spin up / spin down) = -8.41 / -8.50 eV

Geometry as ORCA input:
```
! RIJCOSX wB97M-V def2-TZVPD def2/J DEFGRID3
* xyz 0 1
C 2.115 0.074 0.149
C 1.317 0.877 -0.678
C 1.389 -1.076 0.577
C -0.028 0.785 -0.542
C 0.021 -0.937 0.517
C -0.904 -0.062 0.141
C -2.381 0.027 -0.024
H 3.127 0.210 0.149
H 1.765 1.756 -1.045
H 1.972 -1.812 1.080
H -2.664 -0.422 -0.915
H -3.035 -0.486 0.797
H -2.696 1.065 -0.203
*
```

***

#B
DFT (the ωB97M-V functional and the def2-TZVPD basis) results for an isolated molecule of C7H6.

Computed properties:
orbital gap = 8.42 eV
SMILES = C=C1C=CC2=C[C@H]12
highest occupied orbital energy = -8.17 eV

Geometry as ORCA input:
```
! RIJCOSX wB97M-V def2-TZVPD def2/J DEFGRID3
* xyz 0 1
C 0.308 1.740 -0.077
C -0.773 0.988 -0.372
C 1.998 -0.211 -0.028
C 1.331 0.847 0.386
C -0.609 -0.427 -0.025
C -1.532 -1.375 -0.183
C 0.713 -0.538 0.661
H 0.438 2.792 -0.252
H -1.646 1.351 -0.887
H 2.905 -0.635 -0.381
H -1.339 -2.399 0.087
H -2.509 -1.155 -0.581
H 0.715 -0.977 1.652
*
```

***

Of them, the most stable is #B and the least stable is #A.

***

#A
DFT (the ωB97M-V functional and the def2-TZVPD basis) results for a structure of composition C7H14N2.

Computed properties:
orbital gap = 9.82 eV
highest occupied orbital energy = -8.73 eV

Geometry as ORCA input:
```
! RIJCOSX wB97M-V def2-TZVPD def2/J DEFGRID3
* xyz 0 1
C 3.234 0.740 0.119
C 1.376 -0.468 -0.458
C 0.142 -1.256 -0.210
C -0.640 -0.066 0.243
C 0.534 0.729 -0.358
C -2.691 1.048 0.123
C -3.040 -0.353 0.403
H 3.794 0.415 -0.848
H 2.605 1.547 -0.177
H 4.117 1.110 0.746
H 2.163 -0.582 1.592
H 1.746 -0.857 -1.490
H -0.309 -1.398 -1.348
H 0.260 -2.163 0.387
H -0.647 -0.171 1.452
H 0.840 1.650 0.246
H -0.071 1.097 -1.333
H -3.375 1.165 -0.790
H -2.284 1.885 0.705
H -3.934 -0.629 -0.100
H -2.531 -0.860 1.237
N 2.455 -0.495 0.518
N -1.864 -0.141 -0.440
*
```

***

#B
DFT (the ωB97M-V functional and the def2-TZVPD basis) results for an isolated molecule of C7H14N2.

Computed properties:
orbital gap = 8.89 eV
SMILES = CC1=CC(N)(N)C1(C)C
highest occupied orbital energy = -7.96 eV

Geometry as ORCA input:
```
! RIJCOSX wB97M-V def2-TZVPD def2/J DEFGRID3
* xyz 0 1
C 2.277 0.366 -1.164
C -1.267 0.694 -1.232
C -0.045 1.833 0.636
C -0.529 -1.035 0.677
C 1.044 -0.173 -0.525
C -0.197 0.554 -0.165
N -0.552 -0.757 2.090
N -1.673 -1.791 0.340
C 0.751 -1.384 -0.009
H 0.253 -0.206 2.355
H -0.540 -1.628 2.615
H -2.136 -2.274 1.096
H -1.712 -2.083 -0.625
H 1.210 -2.357 -0.132
H 2.043 0.835 -2.122
H 3.008 -0.425 -1.325
H 2.734 1.129 -0.530
H -1.275 -0.168 -1.897
H -2.254 0.785 -0.776
H 0.053 2.702 -0.020
H 0.832 1.803 1.282
H -0.927 1.984 1.259
H -1.097 1.595 -1.827
*
```

***

#C
DFT (the ωB97M-V functional and the def2-TZVPD basis) results for a cluster of 2 separate species, C7H14N2 in total.

Computed properties:
orbital gap = 9.21 eV
SMILES = [H]/N=C(\N)C(=C)C.C=CC
highest occupied orbital energy = -8.40 eV

Geometry as ORCA input:
```
! RIJCOSX wB97M-V def2-TZVPD def2/J DEFGRID3
* xyz 0 1
C -0.614 0.801 1.782
C 1.184 0.967 0.051
C 0.344 0.060 0.891
N 2.536 0.740 0.088
C 0.762 -1.186 1.212
N 0.603 1.866 -0.633
H 2.934 0.214 0.847
H 3.151 1.361 -0.415
H 1.227 2.378 -1.249
H -1.269 0.109 2.305
H -1.198 1.481 1.168
H -0.070 1.401 2.513
H 0.285 -1.745 1.997
H 1.525 -1.703 0.651
C -0.418 -0.906 -1.995
C -1.261 -1.016 -0.757
C -2.354 -0.283 -0.535
H -1.184 -2.002 -0.271
H -0.398 0.128 -2.332
H 0.602 -1.224 -1.783
H -0.811 -1.545 -2.790
H -2.399 0.759 -0.805
H -3.176 -0.654 0.060
*
```

***

#D
DFT (the ωB97M-V functional and the def2-TZVPD basis) results for a structure of composition C7H14N2.

Computed properties:
orbital gap = 7.60 eV
highest occupied orbital energy = -6.88 eV

Geometry as ORCA input:
```
! RIJCOSX wB97M-V def2-TZVPD def2/J DEFGRID3
* xyz 0 1
C 0.830 -0.295 -2.316
C -0.067 0.321 -1.288
C 0.498 0.640 -0.014
C 0.067 1.278 1.252
C -0.427 -0.111 2.023
C -0.401 -1.158 0.963
C -0.765 -0.318 -0.165
H 1.838 -0.766 -1.654
H 1.173 0.422 -3.128
H 0.252 -1.015 -2.989
H -0.819 1.202 -1.548
H 2.290 0.284 1.054
H 2.484 -0.189 -0.911
H 1.010 1.848 1.555
H -0.944 1.906 1.241
H 0.259 -0.790 2.701
H -1.423 0.297 2.704
H 0.722 -1.318 0.581
H -1.019 -2.132 0.918
H -3.049 -0.521 0.379
H -2.233 0.232 -1.444
N 1.714 -0.147 0.205
N -1.990 0.329 -0.119
*
```

***

Of them, the most stable is #B and the least stable is #D.